# 1
94
Properties=species:S:1:pos:R:3 method="wB97M-V/def2-TZVPD" smiles="CCOC(=O)OC.CCOC(=O)OC.CCOC(=O)OC.Fc1ccccc1.Fc1ccccc1.ClCCl.ClCCl.ClCCl.ClCCl.ClCCl" lumo_energy_ev=0.20 max_force_ev_per_a=1.202 gap_ha=0.351 homo_ev=-9.3593
C 1.306 0.292 -0.749
C -0.024 0.258 -0.049
O 0.083 -0.800 0.925
C -0.881 -1.004 1.819
O -0.788 -1.870 2.651
O -1.911 -0.171 1.663
C -3.016 -0.406 2.530
H 1.585 -0.659 -1.193
H 2.067 0.567 -0.020
H 1.297 1.068 -1.516
H -0.845 0.072 -0.743
H -0.204 1.188 0.490
H -2.765 -0.535 3.578
H -3.584 -1.281 2.214
H -3.674 0.454 2.439
C -0.694 3.096 -2.862
C -2.187 3.223 -2.775
O -2.648 2.366 -1.743
C -3.956 2.321 -1.510
O -4.820 2.875 -2.136
O -4.136 1.538 -0.450
C -5.452 1.363 0.077
H -0.277 3.791 -3.589
H -0.430 2.078 -3.161
H -0.202 3.317 -1.911
H -2.650 2.972 -3.734
H -2.496 4.253 -2.570
H -6.056 0.745 -0.586
H -5.977 2.315 0.183
H -5.301 0.936 1.060
C 6.243 -2.222 0.227
C 5.944 -3.602 0.755
O 4.661 -3.556 1.378
C 4.021 -4.726 1.507
O 4.469 -5.794 1.196
O 2.785 -4.564 1.970
C 2.336 -3.245 2.293
H 5.570 -1.970 -0.594
H 7.242 -2.197 -0.216
H 6.203 -1.475 1.018
H 6.688 -3.947 1.475
H 5.934 -4.329 -0.060
H 1.311 -3.374 2.624
H 2.336 -2.619 1.402
H 2.922 -2.755 3.069
F -1.486 4.721 5.704
C -1.676 4.159 4.495
C -2.959 3.918 4.056
C -3.138 3.320 2.814
C -2.032 2.902 2.085
C -0.750 3.187 2.532
C -0.567 3.799 3.760
H -3.784 4.194 4.703
H -4.124 3.141 2.405
H -2.209 2.380 1.152
H 0.100 2.891 1.932
H 0.419 3.967 4.176
F -0.615 -0.644 -3.345
C -1.591 -0.233 -4.195
C -1.282 -0.059 -5.530
C -2.314 0.236 -6.403
C -3.620 0.398 -5.941
C -3.886 0.274 -4.591
C -2.870 -0.075 -3.715
H -0.260 -0.123 -5.878
H -2.057 0.436 -7.436
H -4.423 0.690 -6.603
H -4.905 0.363 -4.240
H -3.048 -0.240 -2.659
Cl 3.081 -4.921 -3.821
C 3.619 -4.318 -2.241
Cl 2.389 -3.258 -1.510
H 3.805 -5.146 -1.569
H 4.500 -3.719 -2.439
Cl 5.318 4.569 1.325
C 4.628 2.998 0.918
Cl 2.871 2.960 1.131
H 4.843 2.771 -0.118
H 5.060 2.266 1.588
Cl -3.409 -3.232 4.529
C -3.182 -4.136 3.023
Cl -4.571 -3.976 1.941
H -2.297 -3.742 2.537
H -3.054 -5.179 3.281
Cl -0.923 0.388 5.710
C 0.681 0.193 5.015
Cl 1.920 1.041 5.927
H 0.920 -0.868 4.983
H 0.663 0.511 3.975
Cl 3.741 -0.596 -5.584
C 3.106 -0.645 -3.936
Cl 4.091 0.337 -2.825
H 2.110 -0.223 -3.899
H 3.138 -1.669 -3.594

=====

# 2
80
Properties=species:S:1:pos:R:3 method="wB97M-V/def2-TZVPD" lumo_energy_ev=4.79 max_force_ev_per_a=0.803 gap_ha=0.198 charge=-2 homo_ev=-0.5967
Pd -0.421 -0.635 0.260
C -3.481 2.142 2.227
C -3.730 1.488 0.871
C -4.457 0.157 1.048
P -2.086 1.198 0.032
C -2.666 0.679 -1.675
C -1.436 0.351 -2.517
C -3.622 1.581 -2.446
C -1.520 2.931 -0.252
C -2.396 3.945 -0.619
C -1.975 5.245 -0.886
C -0.615 5.524 -0.798
C 0.284 4.553 -0.407
C -0.128 3.228 -0.085
N 0.679 2.222 0.279
C 1.791 2.273 1.008
C 2.270 3.406 1.736
C 3.466 3.384 2.419
C 4.258 2.239 2.448
C 3.760 1.092 1.835
C 2.540 1.053 1.171
P 1.784 -0.518 0.580
C 2.874 -0.967 -0.882
C 2.377 -0.172 -2.089
C 4.386 -0.788 -0.771
C 2.226 -1.831 1.859
C 3.606 -2.043 2.484
C 1.196 -1.744 2.990
H -4.425 2.294 2.761
H -2.979 3.106 2.126
H -2.846 1.499 2.844
H -4.356 2.156 0.269
H -3.799 -0.587 1.499
H -4.806 -0.263 0.103
H -5.331 0.287 1.697
H -3.177 -0.267 -1.461
H -0.840 1.248 -2.711
H -1.727 -0.095 -3.475
H -0.792 -0.351 -1.967
H -3.155 2.537 -2.689
H -4.546 1.782 -1.899
H -3.900 1.099 -3.389
H -3.454 3.725 -0.701
H -2.691 6.009 -1.169
H -0.247 6.519 -1.034
H 1.340 4.789 -0.359
H 1.672 4.308 1.742
H 3.790 4.283 2.938
H 5.215 2.224 2.956
H 4.353 0.189 1.886
H 2.640 -2.026 -1.038
H 2.523 0.900 -1.926
H 1.312 -0.328 -2.251
H 2.928 -0.456 -2.994
H 4.636 0.263 -0.610
H 4.870 -1.107 -1.702
H 4.828 -1.362 0.043
H 1.986 -2.720 1.262
H 3.856 -1.241 3.181
H 4.412 -2.127 1.755
H 3.594 -2.976 3.061
H 1.405 -0.881 3.631
H 1.236 -2.646 3.611
H 0.188 -1.628 2.584
C -0.978 -5.280 -1.141
C -0.860 -4.246 -2.266
C 0.592 -3.815 -2.157
O 0.854 -3.797 -0.768
C 0.145 -4.875 -0.167
H -0.818 -6.295 -1.515
H -1.962 -5.232 -0.678
H -1.511 -3.399 -2.050
H -1.122 -4.645 -3.247
H 0.787 -2.811 -2.539
H 1.263 -4.528 -2.667
H -0.246 -4.509 0.783
H 0.837 -5.709 0.018
S -4.387 -3.632 -0.698
C -3.091 -2.933 0.079
N -2.183 -2.442 0.622